(1)
{"formula": "C36H27CrIO2PS2", "method": "the ωB97M-V functional and the def2-TZVPD basis", "symbols": ["Cr", "I", "C", "C", "C", "C", "C", "C", "C", "C", "C", "P", "C", "C", "C", "C", "C", "C", "C", "C", "C", "C", "C", "C", "C", "H", "H", "H", "H", "H", "H", "H", "H", "H", "H", "H", "H", "H", "H", "H", "H", "C", "C", "O", "C", "C", "C", "C", "C", "C", "O", "H", "H", "H", "H", "H", "H", "H", "S", "C", "C", "C", "C", "C", "C", "S", "H", "H", "H", "H"], "coordinates": [[-1.37291, -0.42023, 0.78459], [-1.38017, -0.89837, 3.37859], [0.33917, -0.25465, 4.39854], [0.04818, -0.12283, 5.76767], [1.03879, 0.23852, 6.65633], [2.31453, 0.45036, 6.17360], [2.63255, 0.32977, 4.80846], [3.97069, 0.53055, 4.41210], [4.34357, 0.42089, 3.07601], [3.39384, 0.14959, 2.13194], [2.01337, -0.04882, 2.44568], [1.05757, -0.16625, 0.93974], [1.62417, 1.33613, 0.04111], [2.36961, 1.35018, -1.13024], [2.74365, 2.55229, -1.71549], [2.37903, 3.75649, -1.13595], [1.64981, 3.75288, 0.04699], [1.28170, 2.55298, 0.63040], [1.79805, -1.57514, 0.03206], [2.44804, -2.57804, 0.74812], [2.89141, -3.72447, 0.10549], [2.68902, -3.88497, -1.25750], [2.03181, -2.89495, -1.97325], [1.58319, -1.75193, -1.33114], [1.60339, -0.00510, 3.82775], [-0.95423, -0.31102, 6.12600], [0.81768, 0.34158, 7.71077], [3.11846, 0.71806, 6.84984], [4.69901, 0.76501, 5.17816], [5.37615, 0.56051, 2.77868], [3.70039, 0.08834, 1.09479], [2.66768, 0.42198, -1.59669], [3.32214, 2.54041, -2.63088], [2.67229, 4.69329, -1.59347], [1.37284, 4.68637, 0.52212], [0.73107, 2.56206, 1.56431], [2.60864, -2.45403, 1.81112], [3.39388, -4.49628, 0.67621], [3.03069, -4.78402, -1.75579], [1.84272, -3.01499, -3.03297], [1.03821, -1.00906, -1.90094], [-1.92172, 3.09338, -1.36812], [-1.79574, 1.82886, -0.59960], [-1.67923, 1.72755, 0.60945], [-0.67530, 0.50404, -2.77341], [-0.79689, -0.22378, -3.90421], [-1.60303, -1.35326, -4.33955], [-2.06075, -2.43538, -3.66493], [-1.92180, -2.86742, -2.30688], [-1.52359, -2.13498, -1.24735], [-1.17482, -2.29131, -0.06680], [-1.88346, 3.94493, -0.69050], [-2.86159, 3.07131, -1.92312], [-1.10742, 3.11277, -2.09286], [-0.14045, 0.13266, -4.70366], [-1.78337, -1.37515, -5.41157], [-2.57586, -3.16143, -4.28845], [-2.18193, -3.89868, -2.07091], [-1.73968, 0.08734, -1.44805], [-3.50363, 0.10070, -1.75918], [-3.97358, 0.48342, -3.00757], [-5.33825, 0.54843, -3.22602], [-6.20512, 0.22969, -2.18234], [-5.72112, -0.13692, -0.94382], [-4.34323, -0.20868, -0.68886], [-3.74956, -0.63203, 0.89945], [-3.26526, 0.71635, -3.79041], [-5.72258, 0.83474, -4.19579], [-7.27621, 0.27323, -2.33974], [-6.40451, -0.37347, -0.13807]], "lowdin_spin": [2.06, 0.01, 0.07, 0.10, 0.03, 0.12, 0.01, 0.20, 0.06, 0.14, 0.13, 0.03, 0.01, 0.00, 0.00, 0.00, 0.00, 0.00, 0.01, 0.00, 0.00, 0.00, 0.00, 0.00, 0.02, 0.01, 0.00, 0.00, 0.01, 0.00, 0.01, 0.00, 0.00, 0.00, 0.00, 0.00, 0.00, 0.00, 0.00, 0.00, 0.00, 0.03, 0.14, 0.02, 0.05, 0.00, 0.00, 0.00, 0.08, 0.35, 0.17, 0.01, 0.00, 0.00, 0.00, 0.00, 0.00, 0.02, 0.11, 0.00, 0.00, 0.00, 0.00, 0.00, 0.00, -0.01, 0.00, 0.00, 0.00, 0.00], "lumo_ev": [2.539, 1.907], "homo_ev": [-1.9209, -4.6153], "s_squared": 6.061, "spin_multiplicity": 5, "orbital_gap_ev": [4.46, 6.52], "charge": -1}

(2)
{"formula": "C8H13N2PS", "method": "the ωB97M-V functional and the def2-TZVPD basis", "symbols": ["C", "C", "C", "C", "C", "C", "C", "C", "N", "N", "P", "S", "H", "H", "H", "H", "H", "H", "H", "H", "H", "H", "H", "H", "H"], "coordinates": [[-0.03073, -0.15814, -3.65794], [-0.02723, 0.20487, -2.50420], [-1.50474, 1.52443, -0.96182], [-0.22953, 0.81910, -1.17695], [-1.56865, 2.70502, -0.36387], [2.06480, 0.37266, -0.70766], [0.77005, -1.99350, 2.04700], [-1.45093, -1.49541, 1.05292], [0.73771, 0.84008, -0.31275], [-0.09189, -0.97749, 1.49569], [0.07070, 0.70096, 1.70587], [1.81367, 0.99186, 2.55762], [-0.13982, -0.49328, -4.65626], [-2.50554, 1.12495, -1.22345], [-0.52918, 3.10129, 0.01878], [-2.46656, 3.34367, -0.29009], [2.57662, 0.00284, 0.21014], [2.05172, -0.35415, -1.55788], [2.54819, 1.36086, -0.98519], [1.76341, -1.56623, 2.28798], [0.29954, -2.60259, 2.77143], [0.87264, -2.65316, 1.21486], [-1.14707, -2.51083, 0.75114], [-2.13908, -1.50700, 1.96770], [-1.73809, -0.78080, 0.31695]], "nbo_charge": [-0.14, -0.10, -0.29, 0.21, -0.28, -0.46, -0.43, -0.41, -0.42, -0.78, 0.96, -0.68, 0.24, 0.23, 0.22, 0.22, 0.25, 0.22, 0.23, 0.24, 0.19, 0.17, 0.21, 0.20, 0.20], "lumo_ev": -0.584, "homo_ev": -7.5361, "orbital_gap_ev": 6.95}

(3)
{"formula": "C13H22N2O3", "method": "the ωB97M-V functional and the def2-TZVPD basis", "symbols": ["O", "O", "O", "C", "C", "N", "N", "C", "C", "C", "C", "C", "C", "C", "C", "C", "C", "C", "H", "H", "H", "H", "H", "H", "H", "H", "H", "H", "H", "H", "H", "H", "H", "H", "H", "H", "H", "H", "H", "H"], "coordinates": [[-1.69138, 0.66955, 1.08025], [-1.46577, 2.95342, -2.16487], [-0.84526, 0.62457, -2.24180], [-0.63099, 0.18876, 0.70499], [-0.89146, 1.96303, -1.68513], [-0.27542, -1.15960, 1.02260], [0.41388, 1.07263, 0.30940], [-2.03746, 0.20567, -2.95797], [-2.45200, -3.95930, 0.79649], [-1.22983, -1.97558, 1.70857], [1.11198, -1.68116, 0.79463], [-2.25602, -2.45473, 0.73245], [2.48907, 3.06726, -0.10514], [1.22519, 3.05245, -0.94678], [2.17535, -0.62308, 1.09038], [2.68924, 1.73350, 0.64482], [-0.00237, 2.31989, -0.42037], [1.76643, 0.56773, 0.17048], [-2.57954, 1.13995, -3.45319], [-1.73474, -0.46919, -3.68050], [-2.77143, -0.23332, -2.34110], [-1.40667, -4.35878, 0.60139], [-2.65996, -4.16186, 1.87824], [-3.19079, -4.36042, 0.09937], [-1.61629, -1.40408, 2.68008], [-0.76808, -2.82363, 2.04454], [1.28392, -2.00027, -0.24893], [1.26255, -2.50280, 1.46265], [-1.84039, -2.34806, -0.30806], [-3.10676, -1.87311, 1.04692], [3.31764, 3.28780, -0.70089], [2.39526, 3.84498, 0.69821], [0.89174, 4.05993, -1.23142], [1.61004, 2.52261, -1.81426], [2.13512, -0.30148, 2.06632], [3.21322, -0.97022, 0.91454], [2.44648, 1.79952, 1.71174], [3.69237, 1.36638, 0.64826], [-0.61579, 2.91148, 0.27937], [1.94893, 0.30956, -0.88629]], "nbo_charge": [-0.66, -0.58, -0.55, 0.82, 0.81, -0.47, -0.49, -0.25, -0.60, -0.20, -0.20, -0.42, -0.40, -0.41, -0.40, -0.38, -0.11, -0.03, 0.20, 0.19, 0.19, 0.19, 0.20, 0.22, 0.21, 0.19, 0.19, 0.20, 0.20, 0.23, 0.21, 0.20, 0.24, 0.20, 0.20, 0.22, 0.20, 0.20, 0.25, 0.18], "lumo_ev": 0.795, "homo_ev": -8.7026, "smiles": "CCCN1CC[C@@H]2CCC[C@@H](C(=O)OC)N2C1=O", "orbital_gap_ev": 9.50}

(4)
{"formula": "C42H68BrN6O7P", "method": "the ωB97M-V functional and the def2-TZVPD basis", "symbols": ["C", "C", "O", "P", "O", "C", "C", "C", "C", "C", "C", "C", "C", "Br", "C", "C", "C", "C", "C", "C", "C", "N", "C", "C", "N", "C", "C", "O", "C", "C", "O", "C", "O", "N", "C", "C", "C", "N", "C", "O", "O", "C", "C", "H", "H", "H", "H", "H", "H", "H", "H", "H", "H", "H", "H", "H", "H", "H", "H", "H", "H", "H", "H", "H", "H", "H", "H", "H", "H", "H", "H", "H", "H", "H", "H", "H", "H", "H", "H", "H", "H", "C", "C", "N", "C", "C", "C", "C", "H", "H", "H", "H", "H", "H", "H", "H", "H", "H", "H", "H", "H", "H", "H", "C", "C", "N", "C", "C", "C", "C", "H", "H", "H", "H", "H", "H", "H", "H", "H", "H", "H", "H", "H", "H", "H"], "coordinates": [[-6.46306, 2.49040, 2.12894], [-6.02970, 2.88280, 0.58163], [-6.64078, 2.01592, -0.44147], [-6.16442, 0.35018, -0.26736], [-7.22138, -0.45433, 0.64594], [-4.41629, 0.08523, 0.45746], [-3.22860, -0.06604, -0.70620], [-2.57955, 1.41593, -0.97107], [-0.96974, 1.36599, -1.27570], [0.06498, 1.87428, -0.11526], [1.67957, 1.84736, -0.38205], [2.38094, 1.30400, -1.75503], [4.01140, 1.33248, -1.90293], [5.01861, 0.37996, -0.46049], [4.44222, 2.91496, -2.11148], [5.46695, 3.49613, -0.97288], [1.32373, 0.78387, -2.94255], [1.99443, 0.20719, -4.35459], [2.29749, 1.30899, -5.55683], [3.01375, 0.56272, -6.87238], [3.25254, -1.04128, -6.72507], [2.93916, -1.98809, -5.61698], [2.32823, -1.38476, -4.39813], [-0.33421, 0.82709, -2.72696], [-1.34733, 0.40610, -3.76038], [-1.17990, -1.00217, -4.25051], [-0.77710, -1.50775, -5.75581], [-1.42793, -1.98876, -3.34342], [-1.59524, 1.42533, -4.83282], [-0.94034, 2.94997, -4.62107], [-2.34000, 1.28353, -5.93872], [2.23905, 2.48079, 1.01085], [3.34902, 2.31427, 1.72896], [1.09596, 3.39999, 1.49091], [1.14717, 3.81859, 2.94893], [2.27321, 5.02142, 3.19000], [3.36191, 4.74727, 4.41529], [2.26142, 6.15557, 2.41571], [-0.14051, 2.48181, 1.39050], [-1.08699, 2.21291, 2.29245], [-6.33009, -0.37208, -1.88100], [-6.72018, 0.67486, -2.86146], [-6.84988, 0.07535, -4.41195], [-5.49214, 2.21313, 2.75907], [-6.90063, 3.46377, 2.65534], [-7.29248, 1.65914, 2.18666], [-6.40219, 3.98903, 0.38387], [-4.84822, 2.88505, 0.52783], [-4.39678, -0.95690, 1.03724], [-4.11826, 0.93032, 1.21212], [-2.44196, -0.89007, -0.42490], [-3.71656, -0.42014, -1.73172], [-3.13632, 1.90194, -1.89255], [-2.72163, 2.08537, -0.00403], [4.31405, 0.79222, -2.92440], [4.99330, 3.01883, -3.16184], [3.47171, 3.56594, -2.17848], [5.05373, 3.45845, 0.12039], [6.55338, 3.02890, -1.03275], [5.61844, 4.65364, -1.22452], [2.07931, 2.45612, -5.49499], [3.32671, 1.18822, -7.83952], [3.77558, -1.54393, -7.67604], [2.08109, -2.07631, -3.47761], [-0.01631, -2.41125, -5.69989], [-0.32151, -0.60236, -6.35074], [-1.72461, -1.93695, -6.34066], [-1.40978, 3.43833, -3.64671], [0.21877, 2.93376, -4.46751], [-1.18894, 3.65016, -5.53620], [1.42150, 2.89899, 3.65074], [0.11239, 4.30246, 3.29521], [4.30234, 4.17927, 3.98791], [3.65256, 5.74959, 4.94665], [2.84481, 4.01585, 5.18751], [1.48993, 6.10197, 1.70298], [-5.91960, 1.55303, -2.91861], [-7.80266, 1.09760, -2.59561], [-5.76858, -0.18847, -4.77627], [-7.26331, 0.96493, -5.07173], [-7.59738, -0.84550, -4.47460], [1.65903, -2.18556, 7.73828], [0.72292, -0.98983, 7.88577], [1.22229, 0.23504, 7.25505], [0.46952, 1.43429, 7.64202], [-0.99615, 1.51129, 7.22749], [1.55872, 0.14408, 5.83348], [0.45944, -0.29769, 4.87299], [2.66197, -1.95257, 8.11239], [1.27448, -3.03232, 8.31705], [1.74221, -2.51443, 6.69786], [0.60537, -0.81108, 8.96203], [-0.26714, -1.26663, 7.50388], [0.98864, 2.32582, 7.26823], [0.51671, 1.52431, 8.73499], [-1.10538, 1.72904, 6.16389], [-1.48820, 2.32659, 7.77011], [-1.54471, 0.59310, 7.45728], [2.40210, -0.54881, 5.72428], [1.96021, 1.10614, 5.48937], [-0.10621, -1.15584, 5.24535], [0.90545, -0.59437, 3.91727], [-0.23840, 0.51349, 4.65772], [2.89567, -7.80284, -0.26855], [1.95955, -6.60711, -0.12106], [2.45893, -5.38225, -0.75178], [1.70615, -4.18300, -0.36481], [0.24048, -4.10599, -0.77934], [2.79536, -5.47320, -2.17335], [1.69608, -5.91498, -3.13384], [3.89861, -7.56986, 0.10556], [2.51111, -8.64960, 0.31023], [2.97885, -8.13171, -1.30897], [1.84200, -6.42836, 0.95521], [0.96949, -6.88391, -0.50295], [2.22528, -3.29147, -0.73860], [1.75334, -4.09297, 0.72816], [0.13126, -3.88824, -1.84293], [-0.25157, -3.29069, -0.23672], [-0.30808, -5.02418, -0.54954], [3.63873, -6.16610, -2.28254], [3.19685, -4.51114, -2.51746], [1.13042, -6.77312, -2.76148], [2.14208, -6.21165, -4.08955], [0.99823, -5.10379, -3.34911]], "lowdin_charge": [-0.11, -0.27, -0.31, 0.80, -0.39, -0.21, -0.20, -0.17, 0.02, 0.05, 0.04, -0.06, -0.63, 0.67, -0.26, -0.18, 0.01, -0.12, 0.02, -0.03, -0.11, -0.01, -0.05, -0.04, 0.02, -0.25, -0.03, -0.05, -0.26, -0.02, -0.04, -0.20, -0.03, -0.01, -0.14, -0.29, -0.07, 0.07, -0.21, -0.01, -0.29, -0.30, -0.10, 0.08, 0.08, 0.09, 0.13, 0.10, 0.13, 0.08, 0.12, 0.11, 0.12, 0.10, 0.10, 0.12, 0.11, 0.06, 0.08, 0.09, 0.09, 0.10, 0.11, 0.12, 0.09, 0.08, 0.12, 0.10, 0.05, 0.10, 0.13, 0.15, 0.09, 0.09, 0.07, 0.04, 0.12, 0.13, 0.07, 0.09, 0.09, -0.09, -0.27, -0.19, -0.25, -0.09, -0.25, -0.09, 0.08, 0.07, 0.06, 0.12, 0.10, 0.11, 0.11, 0.05, 0.07, 0.07, 0.10, 0.10, 0.07, 0.07, 0.04, -0.10, -0.27, -0.19, -0.25, -0.09, -0.25, -0.09, 0.08, 0.07, 0.06, 0.12, 0.10, 0.10, 0.11, 0.04, 0.07, 0.07, 0.10, 0.11, 0.07, 0.07, 0.05], "lumo_ev": -1.909, "homo_ev": -8.0391, "smiles": "[H]/N=C(/C)CN1C(=O)c2c(CCCP(=O)(OCC)OCC)c(N(C(C)=O)C(C)=O)c(-c3cccnc3)c([C@H](Br)CC)c2C1=O.CCN(CC)CC.CCN(CC)CC", "orbital_gap_ev": 6.13}

| no. | E (a.u.) |
| --- | --- |
| 1 | -4018.2515 |
| 2 | -1161.5385 |
| 3 | -843.7334 |
| 4 | -5410.8366 |